A gas-phase ion, C7H12N3 (charge +1) in a non-equilibrium geometry. Source: the Open Molecules 2025 dataset; level of theory: wB97M-V/def2-TZVPD.

Atoms and positions in Å:
N (-2.6681, -0.2475, 0.4177)
H (2.5406, -0.0240, 0.1770)
H (-3.5935, -0.5060, 0.6710)
H (0.7104, 0.3548, -1.6725)
H (-1.1710, -2.8227, 0.1400)
H (1.1475, 0.0512, 1.4127)
H (1.3400, -2.3810, -0.3481)
H (1.0895, 2.3813, 0.6853)
H (0.1610, -2.0863, -1.5873)
C (1.8817, 1.9380, 0.2685)
C (0.6613, -0.1683, -0.6233)
C (-0.6798, -1.9467, 0.4312)
C (0.4085, -1.6985, -0.6686)
H (2.7300, 2.2874, 0.8439)
C (-1.4524, -0.7514, 0.2811)
H (-0.3705, -2.0875, 1.5139)
C (-1.5023, 1.3355, -0.4370)
H (-1.3549, 2.3288, -0.8082)
N (-2.6834, 1.0639, -0.0553)
N (-0.6774, 0.2438, -0.2494)
H (1.8313, 2.3452, -0.7964)
C (1.6515, 0.3899, 0.4038)

Properties
HOMO-LUMO gap ... 11.8 eV
Net charge ... +1
Energy above the lowest of the compared OMol25 structures with the same formula, charge and spin ... 60.5 kcal/mol